Below is a molecular structure, C44H33N7O5PSSm at a distorted geometry, with properties calculated with ωB97M-V/def2-TZVPD.

The spin multiplicity is 6. Its charge is 0.

Geometry as XYZ:
```
92
Properties=species:S:1:pos:R:3:mulliken_spin:R:1
Sm 0.8545 0.5205 0.6528 5.03
O 6.7375 2.3398 -1.5508 0.00
C 5.5724 1.9461 -0.9946 0.00
C 4.8833 2.7395 -0.0780 0.00
C 3.7016 2.2592 0.4468 0.00
N 3.1948 1.0856 0.0766 0.01
C 3.8690 0.3089 -0.7719 0.00
C 5.0646 0.6941 -1.3388 0.00
C 3.1892 -1.0473 -1.0139 -0.01
O 3.7782 -1.9053 -1.6560 0.00
O 2.0372 -1.1289 -0.4675 -0.01
C 2.9143 2.9214 1.5922 0.00
O 3.1099 4.1065 1.8282 0.00
O 2.1510 2.0883 2.1724 0.00
H 6.9914 3.1961 -1.1927 0.00
H 5.2556 3.7035 0.2485 0.00
H 5.5846 0.0413 -2.0260 0.00
S -1.6980 3.1542 3.9410 0.00
C -1.5492 1.6064 4.6449 0.00
C -0.8990 0.7309 3.8267 0.01
C -0.5117 1.2780 2.5640 -0.02
C -0.8487 2.6036 2.4982 0.00
C -0.4626 3.5529 1.4675 0.00
C -0.6539 4.9309 1.6243 0.00
C -0.1474 5.8023 0.6857 0.00
C 0.5395 5.2920 -0.4085 0.00
C 0.6523 3.9224 -0.5174 0.00
N 0.1611 3.0594 0.3751 -0.01
H -1.9435 1.4380 5.6370 0.00
H -0.7056 -0.2982 4.1101 0.00
H -1.1750 5.2972 2.4972 0.00
H -0.2715 6.8706 0.8068 0.00
H 0.9837 5.9375 -1.1526 0.00
H 1.1600 3.4833 -1.3704 0.00
C -5.3496 1.2015 1.7149 0.00
C -5.2293 1.7442 0.4405 0.00
C -4.0515 1.6069 -0.2653 0.00
C -2.9666 0.9188 0.2983 0.00
C -3.1098 0.3528 1.5624 0.00
C -4.2873 0.5053 2.2701 0.00
N -1.7337 0.7418 -0.3786 -0.01
N -1.7330 1.3479 -1.4692 0.00
C -0.6610 1.2766 -2.3407 0.00
C -0.9790 1.6027 -3.6622 0.00
C 0.0162 1.6181 -4.6138 0.00
C 1.3094 1.3237 -4.2133 0.00
C 1.5380 1.0180 -2.8830 0.00
N 0.5888 0.9865 -1.9493 0.00
H -6.2731 1.3161 2.2677 0.00
H -6.0588 2.2815 -0.0002 0.00
H -3.9460 2.0234 -1.2547 0.00
H -2.2746 -0.1811 1.9824 0.00
H -4.3711 0.0880 3.2656 0.00
H -2.0090 1.8286 -3.8986 0.00
H -0.2042 1.8663 -5.6435 0.00
H 2.1356 1.3412 -4.9095 0.00
H 2.5411 0.7880 -2.5596 0.00
N 0.3726 -3.2832 0.9687 0.00
P -0.7594 -2.2122 0.2680 0.01
C -2.2272 -3.3385 0.3477 0.00
C -2.2737 -4.4997 -0.4245 0.00
C -3.3571 -5.3579 -0.3405 0.00
C -4.4178 -5.0654 0.5072 0.00
C -4.3811 -3.9168 1.2799 0.00
C -3.2890 -3.0625 1.2022 0.00
C -0.5115 -2.4034 -1.5421 0.00
C 0.6450 -2.9084 -2.1238 0.00
C 0.7673 -2.9519 -3.5054 0.00
C -0.2685 -2.5110 -4.3152 0.00
C -1.4447 -2.0473 -3.7405 0.00
C -1.5629 -1.9901 -2.3615 0.00
C 1.4332 -2.8618 1.7403 0.00
C 2.4436 -3.7670 2.0831 0.00
C 3.4851 -3.3319 2.8683 0.00
C 3.5039 -2.0105 3.3015 0.00
C 2.4674 -1.1855 2.9221 0.00
N 1.4386 -1.5927 2.1630 0.00
H 0.4206 -4.2368 0.6452 0.00
H -1.4667 -4.7269 -1.1124 0.00
H -3.3804 -6.2560 -0.9449 0.00
H -5.2693 -5.7315 0.5610 0.00
H -5.2017 -3.6827 1.9466 0.00
H -3.2655 -2.1766 1.8164 0.00
H 1.4756 -3.2261 -1.5103 0.00
H 1.6858 -3.3244 -3.9411 0.00
H -0.1625 -2.5297 -5.3930 0.00
H -2.2697 -1.7324 -4.3681 0.00
H -2.4846 -1.6379 -1.9090 0.00
H 2.4078 -4.7820 1.7097 0.00
H 4.2804 -4.0124 3.1431 0.00
H 4.3126 -1.6305 3.9085 0.00
H 2.4426 -0.1441 3.2325 0.00
```

***

Below is a molecular structure, C44H34BF5NOP2SiSn at a distorted geometry, with properties calculated with ωB97M-V/def2-TZVPD.

For the energy above the lowest of the compared OMol25 structures with the same formula, charge and spin, the calculation gives 1.2632 eV. Its charge is -1.

Geometry as XYZ:
```
90
Properties=species:S:1:pos:R:3:mulliken_charge:R:1
Sn 1.4125 0.9089 0.5196 1.06
C 0.7680 2.1015 -3.9288 -1.48
Si 0.0167 1.3780 -2.2986 0.44
C -1.5989 2.4560 -2.1675 0.59
C -2.2701 3.0079 -3.2646 -0.19
C -3.4043 3.7867 -3.1160 -0.95
C -3.9177 4.0360 -1.8481 -0.81
C -3.2597 3.5312 -0.7423 -0.19
C -2.1033 2.7647 -0.9028 -0.27
P -1.2134 2.1780 0.5951 0.64
C -0.9854 3.7384 1.5081 0.73
C -0.7367 4.9279 0.8236 -0.83
C -0.4474 6.0883 1.5249 -0.64
C -0.3749 6.0683 2.9106 -0.57
C -0.5796 4.8795 3.5969 -1.09
C -0.8789 3.7210 2.8998 -0.90
C -2.5987 1.3459 1.4535 0.67
C -2.7526 -0.0054 1.1508 -0.44
C -3.7921 -0.7398 1.6974 -0.50
C -4.6958 -0.1227 2.5498 -0.74
C -4.5611 1.2266 2.8426 -0.87
C -3.5148 1.9597 2.3034 0.01
C -0.7239 -0.2710 -3.0473 0.11
C -1.4771 -0.3000 -4.2247 -0.04
C -1.7793 -1.4807 -4.8797 -0.99
C -1.2888 -2.6875 -4.3943 -0.78
C -0.5549 -2.6973 -3.2224 -0.71
C -0.3151 -1.5055 -2.5291 0.31
P 0.5470 -1.5507 -0.9119 0.93
C 1.8124 -2.8085 -1.3124 0.27
C 2.1025 -3.8699 -0.4623 -0.47
C 3.1100 -4.7673 -0.7853 -0.61
C 3.8332 -4.6159 -1.9580 -0.57
C 3.5549 -3.5525 -2.8061 -0.73
C 2.5549 -2.6517 -2.4833 -0.23
C -0.5633 -2.5221 0.1895 0.09
C -0.2956 -2.4062 1.5571 0.03
C -1.0733 -3.0745 2.4890 -0.68
C -2.1276 -3.8709 2.0667 -0.69
C -2.4120 -3.9774 0.7135 -0.82
C -1.6446 -3.2963 -0.2225 -0.07
H 0.1305 1.9635 -4.8062 0.43
H 1.7259 1.6228 -4.1476 0.25
H 0.9587 3.1718 -3.8127 0.34
H -1.8898 2.8350 -4.2654 0.29
H -3.8983 4.2046 -3.9859 0.40
H -4.8208 4.6203 -1.7212 0.41
H -3.6401 3.7360 0.2501 0.29
H -0.7739 4.9439 -0.2587 0.42
H -0.2633 7.0097 0.9863 0.41
H -0.1468 6.9768 3.4536 0.39
H -0.4828 4.8427 4.6741 0.43
H -1.0181 2.7925 3.4383 0.97
H -2.0477 -0.4749 0.4750 0.22
H -3.8892 -1.7922 1.4654 0.45
H -5.5081 -0.6919 2.9844 0.39
H -5.2745 1.7123 3.4970 0.39
H -3.4106 3.0080 2.5512 0.44
H -1.8314 0.6324 -4.6513 0.20
H -2.3720 -1.4676 -5.7871 0.40
H -1.4778 -3.6136 -4.9235 0.40
H -0.1500 -3.6313 -2.8511 0.61
H 1.5561 -3.9897 0.4639 0.42
H 3.3326 -5.5848 -0.1106 0.40
H 4.6264 -5.3117 -2.2015 0.36
H 4.1284 -3.4224 -3.7153 0.42
H 2.3405 -1.8203 -3.1448 0.49
H 0.5393 -1.7954 1.8869 0.47
H -0.8615 -2.9667 3.5450 0.49
H -2.7366 -4.3983 2.7906 0.35
H -3.2380 -4.5924 0.3772 0.38
H -1.8974 -3.3704 -1.2696 0.39
F 7.7297 -2.9817 -0.0586 -0.37
C 6.5239 -2.4693 0.2615 0.74
C 5.8165 -2.9543 1.3476 0.29
F 6.3509 -3.9348 2.0934 -0.35
C 4.5697 -2.4530 1.6527 0.01
F 3.9029 -2.9827 2.6938 -0.40
C 3.9520 -1.4204 0.9097 0.07
O 2.7848 -0.9619 1.1929 -0.49
C 4.7300 -0.9465 -0.1693 0.30
F 4.1943 0.0302 -0.9351 -0.37
C 5.9686 -1.4531 -0.4942 0.00
F 6.6388 -0.9791 -1.5555 -0.37
B 1.2347 1.9698 5.5121 0.29
C 1.2256 1.5178 4.0194 -0.02
N 1.1988 1.2621 2.8899 -0.62
H 1.9147 1.2074 6.1550 -0.16
H 0.0845 1.9784 5.9034 -0.17
H 1.6993 3.0917 5.5112 -0.15
```

***

Below is a molecular structure, C44H34Br5CdN5O5 at a distorted geometry, with properties calculated with ωB97M-V/def2-TZVPD.

For the energy above the lowest of the compared OMol25 structures with the same formula, charge and spin, the calculation gives 2.0317 eV. Its charge is 0.

Geometry as XYZ:
```
94
Properties=species:S:1:pos:R:3:mulliken_charge:R:1
Cd 0.7765 -0.1640 0.0804 6.42
C -2.5587 -4.4234 0.6583 -0.72
O -1.4158 -4.3308 1.5031 -0.42
C -0.4997 -3.5959 0.8291 -0.02
N -0.7981 -3.2093 -0.3345 0.20
C -2.1718 -3.5948 -0.6035 -0.05
C -3.0604 -2.3619 -0.7504 0.98
C -4.4848 -2.5954 -0.7227 -0.81
C -5.4691 -1.6867 -0.8516 -0.92
C -5.3755 -0.2709 -1.0921 -0.64
C -4.3125 0.5358 -1.0827 -2.06
C -2.4308 -1.1918 -0.8800 -0.50
C 0.7532 -3.3287 1.5568 -0.20
C 1.3501 -4.3725 2.2612 -0.83
C 2.4705 -4.1069 3.0389 -0.74
C 2.9301 -2.8064 3.1071 -0.81
C 2.2738 -1.8218 2.3616 -0.09
N 1.2167 -2.0820 1.5790 -0.02
C 2.7190 -0.4381 2.4689 -0.17
N 2.1642 0.5526 1.8891 0.27
C 2.9335 1.7475 2.1785 -0.35
C 3.9462 1.2437 3.2463 -0.32
O 3.7888 -0.1747 3.2468 -0.54
C 2.1178 2.9227 2.6657 -0.30
C 2.6924 4.1852 2.7566 -0.36
C 1.9583 5.2474 3.2531 -0.73
C 0.6513 5.0644 3.6711 -0.66
C 0.0737 3.8130 3.5772 -0.53
C 0.8069 2.7528 3.0780 0.81
H -3.4136 -4.0008 1.1941 0.47
H -2.7432 -5.4780 0.4362 0.31
H -2.2042 -4.2035 -1.5124 0.70
H -4.7872 -3.6336 -0.6591 0.48
H -6.4845 -2.0633 -0.8662 0.35
H -6.3229 0.1802 -1.3623 0.43
H -4.4479 1.5638 -1.3901 0.52
H -1.3594 -1.2331 -1.0088 -0.75
H 0.9261 -5.3622 2.2035 0.57
H 2.9516 -4.8894 3.6066 0.44
H 3.7731 -2.5188 3.7167 0.60
H 3.4523 2.0415 1.2518 0.02
H 3.6950 1.6152 4.2472 0.30
H 4.9835 1.4869 3.0167 0.38
H 3.7119 4.3438 2.4377 0.48
H 2.4061 6.2263 3.3102 0.42
H 0.0861 5.8918 4.0673 0.41
H -0.9478 3.6466 3.8853 0.41
H 0.3601 1.7786 2.9864 -0.15
Br -0.3667 -0.8686 -7.0776 -0.19
C -0.9605 -0.1819 -5.4011 -0.06
C -2.1954 -0.5557 -4.9053 -0.97
C -2.5851 -0.1340 -3.6479 -0.16
C -1.7414 0.6697 -2.8713 0.44
C -0.5346 1.0962 -3.4376 -0.56
C -0.1384 0.6695 -4.6843 -0.62
N -2.0591 1.0875 -1.5956 -0.17
C -2.8781 0.2390 -0.7339 2.86
C -2.5742 0.5418 0.7379 -0.12
C -3.4873 1.2062 1.5491 -0.73
C -3.2518 1.2880 2.9107 -0.91
C -2.1118 0.6920 3.4226 -1.19
C -1.2315 0.0979 2.5327 -0.86
N -1.4430 0.0308 1.2272 0.49
H -2.8480 -1.1842 -5.4925 0.45
H -3.5450 -0.4452 -3.2690 0.33
H 0.1104 1.7464 -2.8673 0.70
H 0.8154 0.9698 -5.0871 0.50
H -1.2815 1.5303 -1.1112 0.11
H -4.3729 1.6372 1.1102 0.64
H -3.9550 1.7921 3.5571 0.47
H -1.8958 0.7050 4.4789 0.51
H -0.3206 -0.3761 2.8733 0.57
Br 2.8728 6.2193 -1.6179 -0.18
C 2.7724 4.3373 -1.4311 0.13
C 3.8330 3.5336 -1.8206 0.34
Br 5.3907 4.2968 -2.5815 -0.19
C 3.7492 2.1602 -1.6171 0.26
Br 5.1933 1.0115 -2.0678 -0.18
C 2.6257 1.5383 -1.0718 -0.62
O 2.6006 0.2656 -0.8446 -1.09
C 1.5023 2.3720 -0.7247 -0.29
O 0.4114 1.8450 -0.2484 -1.08
C 1.6365 3.7460 -0.8845 0.17
Br 0.1684 4.7911 -0.2896 -0.17
C 2.6765 -2.2885 -2.3927 -0.98
C 1.2057 -2.1181 -2.5978 0.60
C 0.5687 -3.0092 -3.6262 -1.54
O 0.5439 -1.2928 -2.0001 -0.63
H 3.0656 -3.1727 -2.8891 0.46
H 2.9031 -2.3006 -1.3265 0.09
H 3.1829 -1.4030 -2.7837 0.16
H 0.9529 -2.7566 -4.6142 0.37
H -0.5111 -2.8812 -3.6102 0.13
H 0.8257 -4.0470 -3.4244 0.43
```

***

Values for DFT total energy, eV, ordered as above
-104864.1863 -96269.1606 -418644.4915